No. 1
ORCA calculation (ωB97M-V/def2-TZVPD) on a single C4H6N2S2 molecule at a distorted geometry.

Each line ends with the Mulliken charge.
CARTESIAN COORDINATES (ANGSTROEM)
C -1.2306 -0.0034 -0.0542  0.372
C 0.6510 -1.2605 -0.0235  -0.319
C 1.1289 0.1619 0.4509  -0.131
C -0.2002 1.0831 0.2806  -0.134
H -2.7285 1.0651 -0.9251  0.286
H -3.0997 -0.5166 -0.8523  0.320
H 1.0350 -1.4721 -1.0659  0.288
H 0.9564 -1.9948 0.7974  0.261
H 1.1039 0.2658 1.4865  0.378
H 3.4601 0.0931 0.5521  0.162
N -2.5782 0.2527 -0.3011  -0.539
N -0.7541 -1.2019 0.0338  -0.590
S 2.6475 0.8063 -0.4084  -0.172
S -0.3916 2.7213 0.0292  -0.182

Results
- HOMO-LUMO gap (eV) = 7.798
- HOMO energy (eV) = -8.9
- SMILES = NC1=NC[C@@H](S)C1=S
- LUMO energy (eV) = -1.118

No. 2
ORCA calculation (ωB97M-V/def2-TZVPD) on a molecular structure, C20H20N5V.

Each line ends with the Mulliken charge.
CARTESIAN COORDINATES (ANGSTROEM)
V -0.4969 0.5055 0.4311  0.000
C 1.6799 -1.5441 0.4184  -0.843
C 1.3985 -1.5840 1.9240  -1.097
C -0.0431 -1.8739 2.2573  0.877
C -0.3887 -2.8137 3.2129  -0.966
C -1.7271 -3.0274 3.5062  -0.320
C -2.6961 -2.3001 2.8294  -0.874
C -2.2876 -1.3870 1.8851  0.016
N -0.9881 -1.1781 1.5995  0.299
N 1.3365 -0.2403 -0.2143  0.835
C 2.4023 0.7634 0.0183  -0.867
C 1.8669 2.1364 -0.3026  0.299
C 2.6902 3.2247 -0.5138  -1.150
C 2.1068 4.4571 -0.7717  -0.316
C 0.7232 4.5585 -0.8112  -0.899
C -0.0346 3.4304 -0.5752  -0.098
N 0.5282 2.2376 -0.3281  0.632
C 1.1516 -0.4096 -1.6862  -1.081
C -0.2611 -0.7083 -2.0936  0.705
C -0.5338 -1.4649 -3.2183  -1.239
C -1.8512 -1.5856 -3.6396  -0.301
C -2.8603 -0.9562 -2.9193  -0.950
C -2.5198 -0.2440 -1.7889  -0.054
N -1.2445 -0.1205 -1.3889  0.429
H 1.0990 -2.3264 -0.0734  0.515
H 2.7373 -1.7528 0.2370  0.446
H 1.6966 -0.6446 2.4045  0.300
H 2.0233 -2.3538 2.3731  0.530
H 0.3835 -3.3684 3.7273  0.463
H -2.0095 -3.7531 4.2570  0.436
H -3.7480 -2.4333 3.0354  0.436
H -3.0117 -0.7893 1.3441  0.358
H 3.2761 0.5308 -0.5974  0.544
H 2.7240 0.7218 1.0609  0.527
H 3.7655 3.1119 -0.4803  0.510
H 2.7256 5.3283 -0.9386  0.454
H 0.2369 5.5033 -1.0051  0.435
H -1.1153 3.4728 -0.5581  0.456
H 1.8243 -1.1856 -2.0585  0.555
H 1.4399 0.5228 -2.1762  0.426
H 0.2675 -1.9415 -3.7659  0.506
H -2.0905 -2.1638 -4.5218  0.468
H -3.8949 -1.0218 -3.2227  0.442
H -3.2708 0.2535 -1.1868  0.560
N -1.7556 2.5696 2.5298  -0.529
C -1.2540 1.8434 1.7851  0.127

Results
- HOMO-LUMO gap (alpha / beta) (eV) = 8.233 / 8.941
- charge = +2
- HOMO energy (alpha / beta) (eV) = -16.1 / -16.1
- multiplicity = 3
- LUMO energy (alpha / beta) (eV) = -7.856 / -7.161

No. 3
ORCA calculation (ωB97M-V/def2-TZVPD) on a molecular structure, C28H35N5OP2Tc at a distorted geometry.

Each line ends with the Mulliken charge.
CARTESIAN COORDINATES (ANGSTROEM)
Tc 0.0646 0.0576 0.0963  -0.793
C 0.4698 3.5220 2.1986  -1.369
P 0.6347 1.8502 1.5314  1.791
C 0.1719 0.7766 2.9959  0.612
N 0.7879 1.0066 4.1110  -0.325
C 0.4379 0.2648 5.1993  0.222
C 1.0991 0.4654 6.4318  -0.654
C 0.7449 -0.2725 7.5204  -0.567
C -0.2875 -1.2439 7.4316  -0.586
C -0.9423 -1.4554 6.2561  -0.565
C -0.5936 -0.7058 5.1106  0.174
N -1.2522 -0.9138 3.9358  -0.326
C -0.8904 -0.2222 2.9036  0.225
P -1.8599 -0.5135 1.3151  1.240
C -3.5721 -0.3036 1.8337  -1.377
C -1.7806 -2.3760 0.8165  1.617
C -2.4005 -3.3146 1.8463  -1.732
C -2.5542 -2.4871 -0.5076  -1.614
C -0.3379 -2.8100 0.5500  -1.826
C 2.5206 1.7315 1.1482  1.554
C 2.9108 0.2985 0.7910  -1.714
C 2.7533 2.6092 -0.0934  -1.631
C 3.4097 2.2179 2.2881  -1.740
H 1.0733 3.5894 3.1023  0.475
H -0.5705 3.7338 2.4518  0.466
H 0.7981 4.2719 1.4781  0.411
H 1.8832 1.2084 6.4907  0.479
H 1.2536 -0.1169 8.4619  0.430
H -0.5566 -1.8202 8.3061  0.430
H -1.7309 -2.1921 6.1798  0.474
H -3.7535 -0.9617 2.6820  0.420
H -4.2599 -0.5381 1.0223  0.415
H -3.7582 0.7268 2.1378  0.464
H -3.4455 -3.0811 2.0495  0.399
H -1.8580 -3.3078 2.7910  0.356
H -2.3692 -4.3329 1.4539  0.506
H -3.6077 -2.2252 -0.3965  0.355
H -2.5093 -3.5142 -0.8691  0.470
H -2.1333 -1.8434 -1.2873  0.267
H 0.2551 -2.7583 1.4538  0.424
H 0.1502 -2.1648 -0.2450  0.240
H -0.2632 -3.8398 0.1915  0.561
H 2.3074 -0.0994 -0.0797  0.248
H 2.7692 -0.3559 1.6406  0.364
H 3.9600 0.2024 0.4997  0.545
H 2.1493 2.2871 -0.9483  0.344
H 3.8003 2.5485 -0.3892  0.466
H 2.5280 3.6613 0.0943  0.344
H 3.3153 1.5977 3.1789  0.353
H 3.2055 3.2517 2.5672  0.379
H 4.4507 2.1733 1.9626  0.507
N -3.2864 9.9391 -2.9335  -0.410
C -3.0292 8.8304 -2.7847  -0.053
C -2.7047 7.4426 -2.5953  0.358
C -3.1322 6.4903 -3.5135  -1.095
C -2.8189 5.1553 -3.3284  -0.543
C -2.0773 4.7662 -2.2253  1.857
C -1.6474 5.7125 -1.3054  -0.471
C -1.9596 7.0456 -1.4891  -1.059
N -1.7546 3.3735 -2.0389  0.345
C -2.1123 2.3289 -2.8674  -0.037
C -1.6004 1.2100 -2.3121  -1.373
N -0.9234 1.5317 -1.1405  0.554
C -1.0494 2.8488 -1.0298  0.010
H -3.7112 6.7893 -4.3759  0.483
H -3.1679 4.4444 -4.0625  0.306
H -1.0672 5.4453 -0.4336  0.370
H -1.6234 7.7800 -0.7708  0.468
H -2.6871 2.4567 -3.7648  0.407
H -1.6709 0.1975 -2.6718  0.468
H -0.6428 3.4448 -0.2358  -0.202
O 0.9598 -0.9683 1.1979  -0.591

Results
- HOMO-LUMO gap (alpha / beta) (eV) = 6.582 / 6.076
- charge = +2
- HOMO energy (alpha / beta) (eV) = -14.2 / -14.2
- multiplicity = 4
- LUMO energy (alpha / beta) (eV) = -7.588 / -8.139

No. 4
ORCA calculation (ωB97M-V/def2-TZVPD) on 2 unconnected molecules or ions with the total composition C4H7ClN2 at a distorted geometry.

Each line ends with the Mulliken charge.
CARTESIAN COORDINATES (ANGSTROEM)
C 1.2951 -0.5006 0.7893  -0.070
C -2.2034 -0.1150 0.5939  -0.101
C 2.3890 -0.0319 -0.1104  -1.081
C -2.2819 0.4724 -0.8025  -0.592
N 0.4329 0.3579 1.1458  0.558
N -0.4491 1.0107 1.4501  -0.703
Cl -1.5412 -1.6269 0.5373  -0.088
H 1.1243 -1.5353 0.8827  0.395
H 2.3312 -0.5747 -1.0423  0.260
H 3.2937 -0.2169 0.3668  0.352
H 2.4713 1.0142 -0.4372  0.367
H -1.2070 0.3266 -1.2447  0.195
H -3.0822 -0.1553 -1.3597  0.283
H -2.5728 1.5747 -0.7691  0.225

Results
- HOMO-LUMO gap (eV) = 7.930
- HOMO energy (eV) = -8.0
- LUMO energy (eV) = -0.081

No. 5
ORCA calculation (ωB97M-V/def2-TZVPD) on a molecular structure, C4H15N2O at a distorted geometry.

Each line ends with the Mulliken charge.
CARTESIAN COORDINATES (ANGSTROEM)
N 1.1662 -0.8272 -0.0886  -0.589
C -0.0195 0.0203 -0.2226  0.292
C 0.2287 1.2158 0.6776  -0.442
C -1.2578 -0.7660 0.2237  -0.996
N -2.4057 -0.0566 0.6554  -0.493
C -3.2691 0.7038 -0.8965  -0.825
H -0.1583 0.2713 -1.2437  0.393
H 1.8185 -0.5692 -0.8241  0.246
H 0.9861 -1.8300 -0.1784  0.262
H -1.1659 2.6428 0.6328  0.632
H 0.1789 0.8152 1.6924  0.436
H -0.7631 1.8495 0.5740  -0.557
H 1.1217 1.8192 0.4517  0.456
H -1.4014 -1.5228 -0.5535  0.390
H -0.8607 -1.3292 1.0840  0.616
H -2.7174 0.9957 0.2528  0.164
H -2.5106 0.4489 -1.6546  0.283
H -3.8431 -0.2168 -0.8972  0.342
H -3.9119 1.5412 -1.0580  0.382
H 5.3872 -1.1384 0.1852  0.322
H 4.8148 -0.2739 -0.9428  0.324
O 4.6652 -0.5356 -0.0197  -0.638

Results
- HOMO-LUMO gap (eV) = 5.513
- charge = +1
- HOMO energy (eV) = -12.9
- LUMO energy (eV) = -7.415

No. 6
ORCA calculation (ωB97M-V/def2-TZVPD) on a single CH4N4S molecule at a distorted geometry.

Each line ends with the Mulliken charge.
CARTESIAN COORDINATES (ANGSTROEM)
C 0.7497 -1.0843 1.0196  -0.864
N -0.3632 1.7991 -0.5342  -0.204
N -0.4992 1.4850 0.6481  -0.203
N -0.9725 -0.3019 -1.0037  -0.451
N -0.5693 0.9586 -1.4448  0.247
S -0.9023 -0.3474 0.5745  0.275
H 0.6536 -1.9742 1.6132  0.288
H 1.1873 -0.3185 1.4848  0.366
H 1.2662 -1.3946 0.0780  0.294
H -0.5504 1.1782 -2.4356  0.252

Results
- HOMO-LUMO gap (eV) = 8.711
- HOMO energy (eV) = -7.8
- LUMO energy (eV) = 0.923

No. 7
ORCA calculation (ωB97M-V/def2-TZVPD) on a molecular structure, C38H46F6LiN4O6S3Si at a distorted geometry.

Each line ends with the Mulliken charge.
CARTESIAN COORDINATES (ANGSTROEM)
Li 11.7368 12.5519 12.9958  1.087
F 11.2672 12.0935 18.3677  -0.217
C 12.1185 12.9922 17.7559  0.366
F 11.4486 14.1759 17.6488  -0.190
F 13.1494 13.1941 18.6351  -0.212
S 12.7407 12.2776 16.0396  0.935
O 11.7755 12.6594 14.9864  -0.560
O 12.7726 10.8427 16.2353  -0.680
N 14.1324 12.8767 15.7069  -0.480
S 15.2024 12.5159 14.6124  1.084
O 14.6367 12.0599 13.3320  -0.567
O 16.1759 13.5856 14.4926  -0.685
C 16.1638 11.0567 15.3030  0.506
F 16.2672 11.2780 16.6242  -0.223
F 17.3966 10.7959 14.7838  -0.236
F 15.4175 9.8961 15.1173  -0.167
C 11.4270 12.5208 10.6726  -0.910
Si 9.6806 12.1117 10.3146  0.349
C 8.5393 11.7115 11.8314  -1.312
N 8.8154 12.3969 13.1024  0.915
C 8.1408 13.7150 13.1861  -0.216
C 7.6862 14.0547 14.6062  -0.713
C 6.8342 12.9226 15.1840  -0.767
C 7.3904 11.4910 14.9681  -0.748
C 8.7909 11.5526 14.3297  -0.063
C 8.7781 13.5305 9.4430  0.635
C 7.4208 13.4215 9.0865  -0.259
C 6.7653 14.4079 8.3311  -0.747
C 7.4768 15.5180 7.8794  -0.343
C 8.8119 15.6645 8.2203  -0.875
C 9.4315 14.6880 9.0063  -0.193
C 9.6514 10.5194 9.3009  0.349
C 9.7433 9.2311 9.8239  -0.011
C 9.8986 8.1322 9.0151  -0.411
C 9.9407 8.2834 7.6391  -0.517
C 9.8524 9.5449 7.0675  -0.800
C 9.6276 10.6373 7.8928  -0.411
H 11.9348 13.3071 10.1113  0.312
H 12.1327 11.6786 10.8875  0.434
H 8.6858 10.6354 11.9952  0.536
H 7.4815 11.8383 11.5099  0.272
H 7.2477 13.6973 12.4957  0.337
H 8.7827 14.5322 12.8341  -0.243
H 7.1531 15.0222 14.6085  0.489
H 8.5908 14.1851 15.2276  0.140
H 5.8162 13.0103 14.7873  0.304
H 6.7212 13.1062 16.2440  0.371
H 6.7211 10.9116 14.2844  0.255
H 7.4092 10.9335 15.9296  0.377
H 9.2087 10.5458 14.0659  0.222
H 9.5136 11.9919 15.0432  -0.166
H 6.8187 12.5918 9.4146  0.334
H 5.7245 14.2132 8.1057  0.380
H 7.0055 16.2731 7.2439  0.332
H 9.3771 16.5332 7.8941  0.404
H 10.4893 14.8448 9.2075  0.184
H 9.6905 9.0716 10.9340  -0.185
H 9.8967 7.1502 9.4280  0.440
H 10.0482 7.4129 7.0173  0.376
H 9.9574 9.7128 5.9977  0.389
H 9.4353 11.6172 7.4273  0.240
C 14.9995 18.7912 17.4139  -1.067
C 13.5302 19.1251 17.2465  -0.668
N 13.0207 18.6939 15.9489  0.222
C 12.9531 19.6881 14.9111  -0.882
C 11.7307 20.6406 15.0331  -1.260
C 12.8419 17.3388 15.8195  0.120
O 13.1062 16.5797 16.7517  -0.686
C 12.3578 16.7568 14.5320  0.402
C 11.3460 17.3676 13.7682  -0.126
C 10.8753 16.7152 12.6564  -0.916
C 11.4845 15.4962 12.2784  -0.395
N 12.3780 14.8810 13.0389  -0.195
C 12.8208 15.5145 14.1692  -0.395
H 15.3813 19.1882 18.3572  0.364
H 15.6274 19.1680 16.5897  0.279
H 15.1120 17.7022 17.4136  0.293
H 13.3591 20.2082 17.3019  0.378
H 12.9629 18.6046 18.0031  0.361
H 12.9480 19.1984 13.9364  0.646
H 13.8873 20.2608 14.9478  0.379
H 10.8221 20.1349 15.4100  0.332
H 11.5301 21.0992 14.0418  0.334
H 12.0233 21.4494 15.7033  0.443
H 10.9498 18.3276 14.0712  0.392
H 10.0097 17.0807 12.0942  0.458
H 11.2289 15.0003 11.3504  0.422
H 13.5041 14.9784 14.8093  0.507
C 12.4490 7.5811 13.2771  -1.060
S 12.9275 9.3764 13.1477  0.830
O 11.7716 10.2108 12.7257  -0.432
C 13.9252 9.2998 11.6483  0.222
C 13.3580 9.5250 10.4054  -0.289
C 14.1618 9.9238 9.3410  -0.386
C 15.5481 9.9727 9.4834  -0.546
C 16.1476 9.6349 10.6786  -0.754
C 15.3232 9.2433 11.7465  -0.424
H 11.5171 7.3596 12.6976  0.248
H 12.2969 7.3905 14.3535  0.355
H 13.2965 6.9360 12.9124  0.353
H 12.2794 9.4915 10.2965  0.242
H 13.6673 10.2032 8.4117  0.437
H 16.1271 10.2464 8.6174  0.392
H 17.2158 9.6587 10.7890  0.425
H 15.7673 8.9291 12.6806  0.401

Results
- HOMO-LUMO gap (eV) = 5.567
- charge = -1
- HOMO energy (eV) = -3.3
- LUMO energy (eV) = 2.247

No. 8
ORCA calculation (ωB97M-V/def2-TZVPD) on a molecular structure, C36H35NPPdTe.

Each line ends with the Mulliken charge.
CARTESIAN COORDINATES (ANGSTROEM)
Pd 0.2703 0.3109 0.0873  -0.208
C 2.9706 -2.1114 2.2301  -1.072
C 2.9808 -0.7006 2.7550  0.406
C 4.2008 -0.1498 3.1497  -0.897
C 4.3169 1.1585 3.5843  -0.801
C 3.1923 1.9695 3.6259  -1.023
C 1.9713 1.4403 3.2522  -0.729
C 1.8422 0.1105 2.8344  1.182
P 0.1878 -0.3525 2.2220  2.224
C -1.0277 0.2234 3.4417  1.112
C -0.6884 0.3705 4.7874  -0.920
C -1.6563 0.6421 5.7398  -0.905
C -2.9801 0.7611 5.3523  -0.825
C -3.3284 0.5881 4.0231  -0.537
C -2.3761 0.3058 3.0492  0.586
C -2.8353 0.0368 1.6428  -1.762
C -0.0470 -2.1284 2.2078  0.187
C -0.2018 -2.9324 3.3353  -0.696
C -0.2554 -4.3039 3.1731  -0.688
C -0.1544 -4.8529 1.8950  -0.649
C -0.0340 -4.0428 0.7783  -0.822
C -0.0027 -2.6562 0.9236  1.112
C 0.0476 -1.7138 -0.2418  -2.287
H 3.9765 -2.5253 2.2649  0.490
H 2.6301 -2.1419 1.1924  0.129
H 2.3149 -2.7652 2.8058  0.213
H 5.0843 -0.7742 3.1036  0.412
H 5.2834 1.5459 3.8785  0.406
H 3.2630 3.0003 3.9470  0.488
H 1.0937 2.0750 3.2909  0.430
H 0.3383 0.2479 5.1045  0.526
H -1.3750 0.7498 6.7789  0.464
H -3.7456 0.9755 6.0868  0.449
H -4.3679 0.6623 3.7275  0.447
H -3.8653 0.3660 1.5109  0.509
H -2.7897 -1.0323 1.4169  0.492
H -2.2153 0.5526 0.9059  0.122
H -0.2658 -2.4879 4.3215  0.487
H -0.3690 -4.9504 4.0327  0.457
H -0.1830 -5.9281 1.7735  0.415
H 0.0230 -4.4846 -0.2093  0.491
H -0.9407 -1.6702 -0.7191  0.690
H 0.7655 -2.0403 -0.9959  0.572
C 1.9964 2.2919 -4.7005  -0.960
C 1.4958 0.8669 -4.4439  -0.344
C 1.1431 0.6731 -3.0408  0.148
N 0.8540 0.5339 -1.9428  -0.315
H 2.2179 2.4104 -5.7590  0.356
H 2.9046 2.4920 -4.1342  0.330
H 1.2419 3.0236 -4.4183  0.186
H 2.2500 0.1242 -4.7067  0.331
H 0.6023 0.6461 -5.0302  0.269
Te 0.3296 2.9556 0.4022  0.563
C -1.2965 3.4233 1.6647  0.446
C -1.0166 3.8930 2.9425  -0.331
C -2.0591 4.2284 3.7960  -0.600
C -3.3718 4.1248 3.3622  -0.628
C -3.6455 3.6718 2.0794  -0.572
C -2.6099 3.3097 1.2305  -0.504
C -0.5688 3.6137 -1.3874  0.627
C -1.4840 2.8197 -2.0726  -0.298
C -2.0921 3.3014 -3.2231  -0.782
C -1.7760 4.5679 -3.6986  -0.528
C -0.8529 5.3534 -3.0239  -0.606
C -0.2501 4.8801 -1.8652  -0.720
H 0.0077 4.0216 3.2726  0.533
H -1.8406 4.5895 4.7923  0.457
H -4.1832 4.4029 4.0219  0.432
H -4.6695 3.5985 1.7359  0.445
H -2.8336 2.9612 0.2297  0.357
H -1.7285 1.8289 -1.7075  0.367
H -2.8163 2.6896 -3.7455  0.431
H -2.2525 4.9430 -4.5948  0.411
H -0.6077 6.3412 -3.3909  0.407
H 0.4561 5.5044 -1.3324  0.419

Results
- HOMO-LUMO gap (eV) = 8.771
- charge = +1
- HOMO energy (eV) = -10.9
- LUMO energy (eV) = -2.177

Energy relative to the best compared isomer or geometry (same formula, charge and spin) for every record listed, in sequence, given in kJ/mol: 202.7, 154.9, 137.1, 615.6, 1006.9, 312.7, 0.0, 6.1.